Record 1
The following is a DFT calculation (ωB97M-V with the def2-TZVPD basis set) of a single C6H9N molecule in a non-equilibrium geometry.

Structure (XYZ):
```
16
Properties=species:S:1:pos:R:3:forces:R:3
C -0.885 -1.171 0.600 -0.74 2.73 -0.23
C -0.559 -0.601 -0.913 -1.60 -0.11 5.25
C 0.747 -1.256 -0.704 3.45 2.24 0.26
C 0.687 -0.523 0.766 -2.34 -4.63 -0.03
C 0.645 0.894 0.417 3.85 1.55 -0.82
N -0.459 1.840 0.695 1.33 -0.77 -3.53
C -0.271 0.928 -0.720 -0.87 -0.22 -2.32
H -1.767 -0.680 1.148 1.46 -0.39 -0.62
H -1.100 -2.273 0.615 1.04 1.01 0.02
H -1.147 -0.912 -1.668 -2.14 -0.63 -2.68
H 0.827 -2.384 -0.501 -0.05 1.82 -1.16
H 1.433 -0.637 -1.437 0.00 -2.23 1.24
H 1.320 -0.901 1.578 -0.16 0.37 -0.23
H 1.781 1.256 0.408 -2.50 -0.15 -0.07
H 0.060 2.615 0.142 -1.69 -0.32 1.71
H -0.369 1.414 -1.826 0.96 -0.28 3.22
```
Forces are in eV/Å.

Summary:
- Energy above the lowest of the compared OMol25 structures with the same formula, charge and spin: 134.93 kcal/mol
- Gap between HOMO and LUMO: 10.20 eV
- Largest force on an atom: 5.49 eV/A
- Charge: 0
- Highest occupied orbital energy: -9.21 eV

Löwdin analysis output, partial charges in e:
1 C -0.049
2 C -0.289
3 C -0.137
4 C -0.179
5 C -0.431
6 N 0.108
7 C -0.158
8 H 0.103
9 H 0.096
10 H 0.081
11 H 0.138
12 H 0.139
13 H 0.119
14 H 0.179
15 H 0.102
16 H 0.176



Record 2
The following is a DFT calculation (ωB97M-V with the def2-TZVPD basis set) of a molecular structure, C6H9N2O2 in a non-equilibrium geometry.

Structure (XYZ):
```
19
Properties=species:S:1:pos:R:3:forces:R:3
C -3.667 -1.204 0.871 -0.62 0.55 -1.02
C -1.296 1.332 0.009 -0.45 -0.03 -0.45
C -1.189 -0.735 0.542 -0.08 -0.01 -0.25
C -2.503 -0.331 0.541 0.46 -0.26 -0.03
N -0.409 0.328 0.157 -0.17 0.63 0.71
N -2.570 0.985 0.175 -0.03 -0.02 0.36
H 0.860 0.487 0.381 -0.03 -0.78 -0.49
H -1.046 2.344 -0.279 0.34 -0.10 0.02
H -0.801 -1.726 0.727 0.19 0.10 0.08
H -3.301 -2.214 1.039 -0.24 -0.04 0.50
H -4.362 -1.260 0.018 0.25 -0.08 -0.06
H -4.308 -0.777 1.646 0.35 -0.34 0.45
C 2.139 -0.522 -1.641 0.72 0.29 -0.58
C 2.817 0.103 -0.425 -0.42 0.06 0.21
O 2.046 0.458 0.557 0.17 0.31 0.10
O 4.028 0.267 -0.434 0.15 -0.12 -0.03
H 1.091 -0.761 -1.512 -0.04 -0.05 0.02
H 2.737 -1.361 -2.004 -0.18 -0.22 0.36
H 2.275 0.198 -2.457 -0.37 0.12 0.10
```
Forces are in eV/Å.

Summary:
- Energy above the lowest of the compared OMol25 structures with the same formula, charge and spin: 7.23 kcal/mol
- Gap between HOMO and LUMO: 8.21 eV
- Largest force on an atom: 1.32 eV/A
- Charge: -1
- Highest occupied orbital energy: -4.40 eV

Löwdin analysis output, partial charges in e:
1 C -0.084
2 C -0.275
3 C -0.133
4 C -0.424
5 N -0.008
6 N 0.045
7 H 0.055
8 H 0.092
9 H 0.095
10 H 0.060
11 H 0.061
12 H 0.060
13 C -0.020
14 C -0.680
15 O -0.024
16 O -0.011
17 H 0.049
18 H 0.068
19 H 0.075



Record 3
The following is a DFT calculation (ωB97M-V with the def2-TZVPD basis set) of 2 unconnected molecules or ions with the total composition C6H9N2O2 in a non-equilibrium geometry.

Structure (XYZ):
```
19
Properties=species:S:1:pos:R:3:forces:R:3
C -2.209 3.069 -0.664 1.25 -3.37 -0.63
C 0.590 0.618 -0.627 -3.43 -0.62 3.02
C -1.433 0.862 0.617 6.19 0.41 -5.46
C -1.248 1.840 -0.442 -1.11 -0.66 1.67
N -0.226 0.059 0.437 -0.06 1.47 -0.58
N -0.094 1.591 -1.164 -0.42 1.93 0.29
H -0.072 -0.861 0.942 0.52 0.35 -0.27
H 1.667 0.483 -0.762 -0.80 -0.56 -0.16
H -2.030 0.570 1.395 -1.74 -0.19 1.44
H -2.267 3.707 0.146 0.42 1.47 1.77
H -3.168 2.638 -0.729 -1.48 -0.50 -0.17
H -2.081 3.595 -1.569 0.67 0.58 -1.00
C 2.107 -2.240 -0.070 3.55 -3.04 -1.12
C 1.431 -2.979 1.073 -0.52 -0.45 -2.23
O 0.417 -2.367 1.506 -0.26 -0.31 1.43
O 1.778 -4.173 1.133 -0.26 0.18 1.58
H 3.183 -1.867 0.132 -1.53 -0.86 -0.33
H 1.564 -1.466 -0.433 -1.56 2.21 -0.84
H 2.091 -3.078 -0.920 0.59 1.94 1.58
```
Forces are in eV/Å.

Summary:
- Energy above the lowest of the compared OMol25 structures with the same formula, charge and spin: 52.21 kcal/mol
- Gap between HOMO and LUMO: 8.08 eV
- Largest force on an atom: 8.26 eV/A
- Charge: -1
- Highest occupied orbital energy: -4.62 eV

Löwdin analysis output, partial charges in e:
1 C -0.049
2 C -0.190
3 C -0.001
4 C -0.309
5 N 0.040
6 N 0.017
7 H 0.075
8 H 0.107
9 H 0.062
10 H 0.030
11 H 0.039
12 H 0.045
13 C -0.057
14 C -0.772
15 O -0.107
16 O -0.083
17 H 0.092
18 H -0.054
19 H 0.115



Record 4
The following is a DFT calculation (ωB97M-V with the def2-TZVPD basis set) of 2 unconnected molecules or ions with the total composition C6H9N2O2 in a non-equilibrium geometry.

Structure (XYZ):
```
19
Properties=species:S:1:pos:R:3:forces:R:3
C 1.615 1.810 0.387 0.34 1.09 1.20
C 1.653 0.327 0.305 0.36 -0.64 0.27
C 2.273 -1.715 0.567 -0.30 0.74 0.61
C 0.715 -0.427 -0.363 0.67 0.92 -0.82
N 2.613 -0.501 0.901 -0.03 0.81 -0.34
N 1.081 -1.722 -0.098 1.15 -1.47 -0.62
H 2.883 -2.580 0.797 -0.45 -0.14 0.04
H 0.588 2.100 0.566 -0.43 0.32 -1.06
H 2.156 2.390 -0.367 -0.63 -0.40 -0.67
H 0.823 -2.595 -0.531 -0.68 0.51 -0.30
H 0.053 -0.072 -1.210 0.04 -0.83 1.49
H 2.046 2.310 1.264 0.47 -1.03 0.49
C -3.010 -0.308 0.026 0.97 0.06 1.74
C -2.144 0.697 -0.783 -1.03 -0.65 -1.47
O -1.616 0.160 -1.810 -0.21 0.32 0.27
O -2.144 1.896 -0.481 0.23 0.08 0.57
H -2.449 -1.232 0.194 0.02 -0.15 -0.55
H -3.955 -0.551 -0.437 -0.23 0.08 -0.34
H -3.178 0.014 1.072 -0.28 0.39 -0.52
```
Forces are in eV/Å.

Summary:
- Energy above the lowest of the compared OMol25 structures with the same formula, charge and spin: 35.44 kcal/mol
- Gap between HOMO and LUMO: 7.97 eV
- Largest force on an atom: 1.99 eV/A
- Charge: -1
- Highest occupied orbital energy: -4.37 eV

Löwdin analysis output, partial charges in e:
1 C -0.065
2 C -0.340
3 C -0.258
4 C -0.056
5 N 0.063
6 N 0.035
7 H 0.098
8 H 0.064
9 H 0.068
10 H 0.136
11 H 0.109
12 H 0.061
13 C -0.054
14 C -0.785
15 O -0.160
16 O -0.065
17 H 0.045
18 H 0.047
19 H 0.056



Record 5
The following is a DFT calculation (ωB97M-V with the def2-TZVPD basis set) of 2 unconnected molecules or ions with the total composition C6H9N2O4 in a non-equilibrium geometry.

Structure (XYZ):
```
21
Properties=species:S:1:pos:R:3:forces:R:3
C 1.434 -0.800 -0.457 1.80 -0.70 -0.32
C 1.142 -0.041 -1.581 -0.16 -0.04 0.68
C 2.834 1.034 -0.554 1.05 -0.13 0.32
C -0.631 -0.574 1.375 1.38 0.60 -1.15
C -0.818 0.762 0.680 -0.69 -0.31 -1.49
C -0.795 0.622 -0.913 -0.58 0.40 3.25
N 2.483 -0.077 0.173 -1.24 -1.34 1.03
N 1.979 1.097 -1.596 1.09 2.72 -1.45
O 0.782 -0.574 -2.797 0.31 0.49 -0.17
O 3.796 1.762 -0.352 0.36 0.83 0.42
O -1.559 -0.179 -1.443 -0.13 0.06 -1.29
O -0.536 1.907 -1.419 -1.16 -0.10 -0.78
H -1.472 -1.209 1.495 -1.28 0.02 0.25
H -0.160 -0.303 2.274 0.57 -0.39 1.69
H 0.057 -1.151 0.757 0.26 -0.22 0.35
H -0.128 1.596 0.826 0.44 -0.57 0.83
H -1.780 1.075 1.131 -0.03 0.63 -1.26
H 2.940 -0.420 1.063 -0.73 1.02 -1.86
H 1.985 2.079 -2.070 -0.59 -3.02 0.87
H -0.156 -0.767 -2.745 -0.92 -0.09 0.18
H -1.110 1.936 -2.199 0.22 0.14 -0.11
```
Forces are in eV/Å.

Summary:
- Energy above the lowest of the compared OMol25 structures with the same formula, charge and spin: 87.44 kcal/mol
- Gap between HOMO and LUMO: 6.87 eV
- Largest force on an atom: 3.32 eV/A
- Charge: -1
- Highest occupied orbital energy: -3.27 eV

Löwdin analysis output, partial charges in e:
1 C -0.034
2 C -0.487
3 C -0.617
4 C -0.140
5 C -0.159
6 C -0.573
7 N 0.075
8 N 0.137
9 O 0.011
10 O -0.024
11 O -0.018
12 O -0.007
13 H 0.058
14 H 0.049
15 H 0.002
16 H 0.099
17 H 0.105
18 H 0.156
19 H 0.202
20 H 0.061
21 H 0.105



Record 6
The following is a DFT calculation (ωB97M-V with the def2-TZVPD basis set) of a single C6H9N3 molecule in a non-equilibrium geometry.

Structure (XYZ):
```
18
Properties=species:S:1:pos:R:3:forces:R:3
C 0.486 -2.375 -0.284 -0.11 0.91 -0.66
C -0.496 -1.281 -0.858 0.37 0.11 0.42
C -1.934 -1.196 -0.414 1.84 -1.57 1.87
N -0.986 -0.208 0.142 -0.22 -0.35 -2.02
N -1.147 1.101 -0.466 -0.07 -0.57 0.54
C -0.432 1.936 0.160 -0.25 1.54 -0.71
C 0.561 1.550 1.181 1.44 0.32 0.28
C 1.648 0.905 0.419 3.72 -3.14 0.28
N 2.593 0.266 0.092 -3.40 2.52 0.63
H 0.302 -2.364 0.830 0.13 -0.64 -1.20
H 0.190 -3.351 -0.851 0.84 1.52 1.43
H 1.609 -2.077 -0.425 -2.21 -0.68 -0.02
H -0.281 -0.936 -1.913 -0.38 -0.18 1.44
H -2.217 -1.882 0.444 -0.01 0.68 -1.48
H -2.645 -0.992 -1.175 -0.68 0.66 -0.25
H -0.397 3.003 -0.149 -0.46 -0.83 -0.07
H 1.074 2.368 1.715 -0.62 0.10 -0.35
H 0.151 0.886 1.933 0.07 -0.39 -0.11
```
Forces are in eV/Å.

Summary:
- Energy above the lowest of the compared OMol25 structures with the same formula, charge and spin: 68.17 kcal/mol
- Gap between HOMO and LUMO: 10.22 eV
- Largest force on an atom: 4.88 eV/A
- Charge: 0
- Highest occupied orbital energy: -9.34 eV

Löwdin analysis output, partial charges in e:
1 C -0.085
2 C -0.288
3 C -0.125
4 N -0.106
5 N 0.065
6 C -0.194
7 C -0.172
8 C -0.205
9 N 0.151
10 H 0.076
11 H 0.096
12 H 0.069
13 H 0.143
14 H 0.124
15 H 0.087
16 H 0.123
17 H 0.124
18 H 0.117



Which value of highest occupied orbital energy does entry 2 give? -4.40 eV



What is the formula in the third record? C6H9N2O2



Repeat the first record exactly.
The following is a DFT calculation (ωB97M-V with the def2-TZVPD basis set) of a single C6H9N molecule in a non-equilibrium geometry.

Structure (XYZ):
```
16
Properties=species:S:1:pos:R:3:forces:R:3
C -0.885 -1.171 0.600 -0.74 2.73 -0.23
C -0.559 -0.601 -0.913 -1.60 -0.11 5.25
C 0.747 -1.256 -0.704 3.45 2.24 0.26
C 0.687 -0.523 0.766 -2.34 -4.63 -0.03
C 0.645 0.894 0.417 3.85 1.55 -0.82
N -0.459 1.840 0.695 1.33 -0.77 -3.53
C -0.271 0.928 -0.720 -0.87 -0.22 -2.32
H -1.767 -0.680 1.148 1.46 -0.39 -0.62
H -1.100 -2.273 0.615 1.04 1.01 0.02
H -1.147 -0.912 -1.668 -2.14 -0.63 -2.68
H 0.827 -2.384 -0.501 -0.05 1.82 -1.16
H 1.433 -0.637 -1.437 0.00 -2.23 1.24
H 1.320 -0.901 1.578 -0.16 0.37 -0.23
H 1.781 1.256 0.408 -2.50 -0.15 -0.07
H 0.060 2.615 0.142 -1.69 -0.32 1.71
H -0.369 1.414 -1.826 0.96 -0.28 3.22
```
Forces are in eV/Å.

Summary:
- Energy above the lowest of the compared OMol25 structures with the same formula, charge and spin: 134.93 kcal/mol
- Gap between HOMO and LUMO: 10.20 eV
- Largest force on an atom: 5.49 eV/A
- Charge: 0
- Highest occupied orbital energy: -9.21 eV

Löwdin analysis output, partial charges in e:
1 C -0.049
2 C -0.289
3 C -0.137
4 C -0.179
5 C -0.431
6 N 0.108
7 C -0.158
8 H 0.103
9 H 0.096
10 H 0.081
11 H 0.138
12 H 0.139
13 H 0.119
14 H 0.179
15 H 0.102
16 H 0.176



What is the formula in the fourth record? C6H9N2O2